[1]
# C28H21ClI2N5O3Sn

A molecular structure, C28H21ClI2N5O3Sn (ωB97M-V with the def2-TZVPD basis set, OMol25).

Structure (XYZ):
```
61
C28H21ClI2N5O3Sn ωB97M-V with the def2-TZVPD basis set
Sn 0.448 -0.368 -0.341
O 0.752 -2.830 -0.704
C 0.170 -3.658 -1.434
C -0.221 -4.940 -0.890
C -0.826 -5.879 -1.670
C -1.081 -5.603 -3.026
C -0.704 -4.377 -3.591
C -0.104 -3.395 -2.843
C 0.222 -2.124 -3.514
N 0.502 -1.035 -2.933
C 0.765 0.140 -3.764
C 0.086 1.354 -3.138
N 0.625 1.471 -1.790
C 1.189 2.568 -1.429
C 1.985 2.749 -0.243
C 2.240 4.062 0.203
C 3.086 4.309 1.249
C 3.739 3.221 1.845
C 3.520 1.931 1.414
C 2.612 1.641 0.378
O 2.407 0.391 0.003
H 0.017 -5.121 0.150
H -1.110 -6.837 -1.254
H -1.570 -6.346 -3.642
H -0.905 -4.192 -4.640
H 0.154 -2.158 -4.607
H 0.450 0.010 -4.804
H 1.846 0.305 -3.754
H -0.988 1.202 -3.073
H 0.283 2.235 -3.751
H 1.131 3.430 -2.100
H 1.742 4.889 -0.293
H 3.270 5.319 1.588
H 4.435 3.400 2.657
H 4.046 1.094 1.859
Cl -0.610 3.064 6.585
C -0.867 2.296 5.085
C -2.118 2.422 4.487
C -2.377 1.817 3.280
I -4.232 1.998 2.398
C -1.364 1.029 2.589
O -1.559 0.500 1.493
C -0.057 0.881 3.277
N 0.842 0.103 2.669
C 2.015 -0.074 3.250
C 2.369 0.546 4.454
C 1.458 1.360 5.072
C 0.189 1.524 4.493
H -2.884 3.002 4.984
H 2.710 -0.727 2.735
H 3.352 0.388 4.875
H 1.702 1.872 5.993
I -5.493 -2.137 -3.746
C -4.158 -1.314 -2.418
C -4.316 -1.165 -1.062
N -3.179 -0.608 -0.608
N -2.283 -0.381 -1.581
C -2.878 -0.806 -2.692
H -5.144 -1.408 -0.416
H -2.943 -0.309 0.332
H -2.388 -0.729 -3.651
```

charge: +1
highest occupied orbital energy (spin up / spin down): -10.2666 / -10.2693 eV
lowest unoccupied orbital energy (spin up / spin down): -4.88 / -5.09 eV
calculated total energy: -2848.74553 hartree
molar mass: 883.5 g/mol


[2]
# C24H21N3O7RhS

A molecular structure, C24H21N3O7RhS (ωB97M-V with the def2-TZVPD basis set, OMol25).

Structure (XYZ):
```
57
C24H21N3O7RhS ωB97M-V with the def2-TZVPD basis set
Rh 0.906 -0.098 -0.086
O -0.556 0.950 -1.463
C 0.212 0.739 -2.444
O 1.383 0.333 -2.225
C -0.262 0.988 -3.820
C 0.492 0.634 -4.939
C -0.014 0.858 -6.210
C -1.264 1.435 -6.374
C -2.001 1.787 -5.249
C -1.518 1.562 -3.973
N -3.307 2.411 -5.399
O -3.891 2.703 -4.382
O -3.707 2.597 -6.522
H 1.461 0.179 -4.801
H 0.563 0.588 -7.080
H -1.674 1.619 -7.356
H -2.104 1.821 -3.104
O 1.579 -1.973 0.961
C 1.402 -1.468 2.107
O 0.733 -0.404 2.206
C 1.970 -2.100 3.319
C 2.217 -1.297 4.434
C 2.726 -1.857 5.588
C 2.986 -3.221 5.637
C 2.746 -4.021 4.529
C 2.256 -3.465 3.363
H 2.003 -0.241 4.379
H 2.928 -1.237 6.448
H 3.375 -3.660 6.543
H 2.946 -5.081 4.570
H 2.064 -4.076 2.494
N 1.452 7.300 1.030
C 1.475 6.158 0.979
C 1.473 4.740 0.883
C 0.466 3.995 1.501
C 0.468 2.623 1.335
N 1.395 2.001 0.613
C 2.369 2.696 0.030
C 2.450 4.073 0.142
H -0.299 4.476 2.090
H -0.279 1.997 1.808
H 3.113 2.142 -0.532
H 3.248 4.619 -0.336
O -1.385 -1.646 -1.504
S -1.198 -1.547 -0.069
C -2.803 -1.031 0.697
C -3.310 -2.253 1.445
C -2.785 -3.488 0.709
C -1.295 -3.274 0.560
H -3.446 -0.720 -0.122
H -2.591 -0.184 1.342
H -4.398 -2.254 1.475
H -2.937 -2.252 2.471
H -3.250 -3.559 -0.275
H -3.005 -4.408 1.253
H -0.813 -3.901 -0.182
H -0.764 -3.306 1.506
```

charge: +1
highest occupied orbital energy (spin up / spin down): -12.3497 / -12.3478 eV
lowest unoccupied orbital energy (spin up / spin down): -6.07 / -5.43 eV
calculated total energy: -2126.45725 hartree
molar mass: 598.4 g/mol


[3]
# C2H3N5O

A single C2H3N5O molecule (ωB97M-V with the def2-TZVPD basis set, OMol25).

Structure (XYZ):
```
11
C2H3N5O ωB97M-V with the def2-TZVPD basis set
N -2.212 -0.940 -0.119
C -1.227 0.042 0.030
O -1.622 1.303 0.258
C 0.059 -0.297 -0.085
N 0.937 -1.268 0.045
N 2.210 -0.564 0.223
N 1.954 0.669 -0.123
N 0.665 0.923 -0.200
H -3.331 -0.627 -0.222
H -1.894 -1.932 0.009
H 0.326 1.929 -0.307
```

charge: 0
highest occupied orbital energy: -10.6624 eV
SMILES: NC(=O)c1nnn[nH]1
lowest unoccupied orbital energy: -0.59 eV
calculated total energy: -426.92258 hartree
molar mass: 113.1 g/mol


[4]
# C39H29N8O3STl

A molecular structure, C39H29N8O3STl (ωB97M-V with the def2-TZVPD basis set, OMol25).

Structure (XYZ):
```
81
C39H29N8O3STl ωB97M-V with the def2-TZVPD basis set
Tl 0.749 -0.837 0.732
C 4.907 -2.258 -1.394
O 4.887 -0.990 -2.046
C 4.746 0.123 -1.257
C 5.629 1.153 -1.466
C 5.529 2.352 -0.748
C 4.540 2.477 0.191
C 3.600 1.451 0.415
C 2.648 1.684 1.470
N 1.650 0.956 1.815
N 0.927 1.390 2.904
C 0.106 0.474 3.353
O -0.043 -0.712 2.883
C -0.763 0.883 4.502
C -1.746 0.002 4.946
C -2.620 0.378 5.957
C -2.516 1.637 6.532
C -1.530 2.516 6.097
C -0.658 2.144 5.087
C 3.660 0.248 -0.338
O 2.783 -0.705 -0.270
H 5.451 -2.931 -2.055
H 3.906 -2.640 -1.214
H 5.434 -2.195 -0.438
H 6.413 1.008 -2.201
H 6.232 3.155 -0.925
H 4.458 3.385 0.780
H 2.808 2.575 2.079
H -1.806 -0.976 4.485
H -3.383 -0.313 6.295
H -3.194 1.929 7.324
H -1.446 3.496 6.550
H 0.112 2.818 4.736
C -2.674 -1.669 0.475
N -1.289 -2.098 0.414
C -1.034 -3.359 0.432
C 0.288 -3.856 0.579
C 0.772 -5.164 0.628
C 2.132 -5.067 0.933
C 2.413 -3.704 1.069
N 1.305 -2.980 0.866
C -3.202 -1.058 -0.805
C -2.747 -1.485 -2.048
C -3.267 -0.940 -3.216
C -4.250 0.038 -3.151
C -4.712 0.467 -1.913
C -4.189 -0.079 -0.749
H -2.771 -0.950 1.292
H -3.315 -2.524 0.723
H -1.848 -4.086 0.376
H 0.198 -6.064 0.455
H 2.834 -5.877 1.060
H 3.352 -3.235 1.325
H -1.965 -2.236 -2.098
H -2.902 -1.279 -4.179
H -4.656 0.465 -4.061
H -5.473 1.236 -1.852
H -4.545 0.263 0.219
S -2.199 3.580 -5.279
N -1.202 2.313 -5.282
C -1.046 1.960 -4.022
C -0.250 0.846 -3.550
C 0.480 0.021 -4.406
C 1.176 -1.042 -3.881
C 1.131 -1.248 -2.506
N 0.444 -0.465 -1.689
C -0.243 0.572 -2.178
C -1.003 1.411 -1.230
N -0.964 1.078 0.070
C -1.673 1.794 0.930
C -2.415 2.915 0.564
C -2.447 3.278 -0.759
C -1.749 2.503 -1.685
C -1.782 2.770 -3.109
N -2.479 3.722 -3.697
H 0.485 0.242 -5.467
H 1.756 -1.704 -4.508
H 1.680 -2.059 -2.041
H -1.670 1.471 1.960
H -2.950 3.469 1.324
H -3.007 4.137 -1.108
```

charge: 0
highest occupied orbital energy: -7.2069 eV
lowest unoccupied orbital energy: -0.86 eV
calculated total energy: -2738.04350 hartree
molar mass: 894.2 g/mol


[5]
# C5H8N2

A single C5H8N2 molecule (ωB97M-V with the def2-TZVPD basis set, OMol25).

Structure (XYZ):
```
15
C5H8N2 ωB97M-V with the def2-TZVPD basis set
C 2.084 0.082 -1.118
C 1.169 0.157 0.031
C -0.123 0.748 -0.345
N -1.072 0.871 0.760
C -1.160 -0.376 1.499
C -1.659 -1.504 0.673
N -2.015 -2.335 -0.046
H 1.665 0.200 -2.134
H 2.769 0.920 -0.887
H 2.690 -0.827 -1.050
H -0.138 -0.628 1.797
H -0.502 0.102 -1.167
H 0.052 1.731 -0.811
H -1.987 1.130 0.401
H -1.775 -0.271 2.397
```

charge: 0
highest occupied orbital energy: -8.7436 eV
lowest unoccupied orbital energy: -0.17 eV
calculated total energy: -304.68105 hartree
molar mass: 96.1 g/mol


[6]
# C9H26CoGeI2N3

A molecular structure, C9H26CoGeI2N3 (ωB97M-V with the def2-TZVPD basis set, OMol25).

Structure (XYZ):
```
42
C9H26CoGeI2N3 ωB97M-V with the def2-TZVPD basis set
Co 0.318 -0.571 0.803
N -0.022 -1.069 2.916
C -0.368 0.138 3.688
C 0.457 1.313 3.174
N 0.396 1.419 1.708
C -0.726 2.205 1.169
C -2.010 1.386 1.076
N -1.723 0.103 0.415
H -0.714 -1.796 3.069
H 0.858 -1.440 3.261
H -0.181 0.014 4.756
H -1.431 0.331 3.564
H 1.501 1.150 3.447
H 0.127 2.236 3.660
H 1.255 1.848 1.384
H -0.444 2.519 0.163
H -0.908 3.103 1.767
H -2.757 1.968 0.531
H -2.416 1.191 2.067
H -1.652 0.261 -0.585
H -2.490 -0.546 0.552
I 0.471 -3.261 0.273
C 2.561 -3.172 0.783
I 3.207 -1.280 1.558
H 3.128 -3.366 -0.119
H 2.742 -3.922 1.542
C 1.325 0.440 -4.088
Ge 0.066 -0.096 -2.670
C -0.587 -1.911 -3.052
C -1.491 1.124 -2.787
C 1.059 0.061 -0.963
H 0.838 0.359 -5.061
H 2.206 -0.201 -4.088
H 1.645 1.472 -3.946
H -1.035 -1.924 -4.047
H -1.347 -2.237 -2.341
H 0.227 -2.635 -3.042
H -1.702 1.272 -3.847
H -1.288 2.107 -2.357
H -2.403 0.720 -2.343
H 1.291 1.126 -0.838
H 2.016 -0.437 -1.151
```

charge: +1
highest occupied orbital energy (spin up / spin down): -11.5297 / -11.2242 eV
expectation value of S²: 0.85
spin multiplicity: 2
lowest unoccupied orbital energy (spin up / spin down): -3.70 / -3.59 eV
calculated total energy: -4577.62175 hartree
molar mass: 561.7 g/mol


[7]
# C9H19ClSi

A single C9H19ClSi molecule (ωB97M-V with the def2-TZVPD basis set, OMol25).

Structure (XYZ):
```
30
C9H19ClSi ωB97M-V with the def2-TZVPD basis set
C -2.817 -1.055 -1.044
C -2.083 0.036 -0.967
Si -0.302 0.380 -0.462
Cl -0.110 2.480 -0.595
C 0.737 -0.073 -1.976
C 2.198 0.351 -1.853
C 0.072 0.585 -3.205
C 0.240 -0.327 1.255
C 1.678 0.129 1.699
C -0.698 0.197 2.377
C -0.638 -0.633 3.620
H -3.819 -1.197 -1.500
H -2.300 -1.941 -0.590
H -2.600 0.871 -1.418
H 0.673 -1.188 -1.932
H 2.446 1.029 -1.036
H 2.686 -0.667 -1.791
H 2.626 0.682 -2.787
H 0.112 1.723 -3.007
H -0.894 0.165 -3.257
H 0.808 0.392 -4.112
H 0.310 -1.440 1.244
H 1.938 -0.089 2.769
H 2.409 -0.313 1.015
H 1.689 1.209 1.544
H -1.810 0.235 1.983
H -0.389 1.193 2.443
H -0.777 -1.664 3.302
H -1.655 -0.595 4.015
H 0.269 -0.474 4.266
```

charge: 0
highest occupied orbital energy: -9.5286 eV
SMILES: C=C[Si@](Cl)(C(C)C)[C@@H](C)CC
lowest unoccupied orbital energy: 0.89 eV
calculated total energy: -1103.98707 hartree
molar mass: 190.8 g/mol


[8]
# C31H33N5O7PdSi

A molecular structure, C31H33N5O7PdSi (ωB97M-V with the def2-TZVPD basis set, OMol25).

Structure (XYZ):
```
78
C31H33N5O7PdSi ωB97M-V with the def2-TZVPD basis set
Pd 0.255 -0.079 0.110
C 2.846 0.806 1.854
N 1.983 1.510 0.891
C 2.765 2.021 -0.230
C 1.180 2.501 1.538
C 1.521 3.841 1.592
C 0.704 4.752 2.248
C -0.480 4.335 2.849
C -0.835 3.006 2.815
C -0.003 2.067 2.178
N -0.359 0.772 1.955
C -1.217 0.046 2.727
C -1.439 0.280 4.098
C -2.299 -0.526 4.810
C -2.956 -1.576 4.176
C -2.720 -1.840 2.834
C -1.842 -1.056 2.107
N -1.577 -1.323 0.703
C -2.735 -0.868 -0.105
C -1.328 -2.768 0.481
H 3.575 1.490 2.306
H 2.241 0.367 2.647
H 3.377 0.011 1.337
H 3.278 1.177 -0.678
H 2.099 2.477 -0.961
H 3.527 2.745 0.079
H 2.426 4.187 1.117
H 0.983 5.796 2.274
H -1.141 5.057 3.309
H -1.795 2.689 3.199
H -0.889 1.067 4.595
H -2.453 -0.348 5.866
H -3.640 -2.203 4.732
H -3.223 -2.670 2.357
H -3.652 -1.349 0.249
H -2.832 0.214 -0.024
H -2.571 -1.138 -1.144
H -2.252 -3.346 0.562
H -0.895 -2.921 -0.508
H -0.620 -3.122 1.229
O -0.477 2.823 -2.741
C -0.576 1.786 -2.120
O -0.296 1.694 -0.847
C -1.127 0.547 -2.790
C -2.312 0.682 -3.506
C -2.848 -0.456 -4.085
C -2.281 -1.702 -3.974
C -1.100 -1.857 -3.227
C -0.505 -0.688 -2.680
O 0.704 -0.732 -2.005
N -0.612 -3.137 -3.029
O 0.343 -3.323 -2.172
O -1.136 -4.099 -3.651
N -4.108 -0.328 -4.848
O -4.549 -1.322 -5.387
O -4.635 0.766 -4.879
H -2.781 1.647 -3.618
H -2.729 -2.574 -4.422
C 2.034 -2.407 -4.189
Si 2.165 -1.229 -2.764
C 2.840 0.341 -3.524
C 3.198 -1.742 -1.285
C 4.538 -1.361 -1.181
C 5.312 -1.737 -0.090
C 4.755 -2.502 0.925
C 3.423 -2.888 0.845
C 2.653 -2.512 -0.248
H 2.960 -2.329 -4.767
H 1.220 -2.104 -4.853
H 1.873 -3.438 -3.888
H 3.783 0.149 -4.040
H 2.999 1.149 -2.812
H 2.134 0.706 -4.275
H 4.991 -0.762 -1.963
H 6.351 -1.439 -0.036
H 5.359 -2.801 1.773
H 2.989 -3.498 1.628
H 1.634 -2.870 -0.344
```

charge: 0
highest occupied orbital energy (spin up / spin down): -5.5891 / -8.5098 eV
expectation value of S²: 6.08
spin multiplicity: 5
lowest unoccupied orbital energy (spin up / spin down): 0.00 / -3.03 eV
calculated total energy: -2418.72876 hartree
molar mass: 722.1 g/mol


[9]
# C44H47HgN3O2PS3

A molecular structure, C44H47HgN3O2PS3 (ωB97M-V with the def2-TZVPD basis set, OMol25).

Structure (XYZ):
```
101
C44H47HgN3O2PS3 ωB97M-V with the def2-TZVPD basis set
Hg 0.487 -0.109 -0.982
O 1.588 2.002 -3.010
C 2.589 2.745 -2.877
C 3.801 2.523 -3.634
C 4.919 3.309 -3.523
C 4.951 4.404 -2.645
C 3.811 4.662 -1.903
C 2.648 3.893 -1.996
C 1.493 4.310 -1.189
N 0.619 3.591 -0.514
C -0.177 4.484 0.163
C 0.194 5.765 -0.114
N 1.257 5.645 -0.981
H 3.785 1.672 -4.306
H 5.797 3.071 -4.117
H 5.842 5.009 -2.527
H 3.832 5.480 -1.186
H -0.964 4.145 0.821
H -0.186 6.717 0.213
H 1.759 6.383 -1.438
C -3.389 -1.239 0.443
C -3.434 -0.368 -0.805
C -3.365 -1.251 -2.056
P -2.009 0.818 -0.839
C -2.599 2.019 -2.151
C -3.153 3.370 -1.702
C -1.475 2.216 -3.169
C -1.981 1.567 0.806
C -3.083 2.269 1.299
C -3.148 2.815 2.569
C -4.359 3.568 3.053
C -2.031 2.611 3.390
C -0.943 1.889 2.971
C -0.860 1.306 1.665
N 0.197 0.580 1.289
C 1.128 0.116 2.221
C 2.463 0.548 2.156
C 2.865 1.575 1.136
C 3.405 -0.017 3.011
C 3.070 -0.996 3.936
C 4.106 -1.591 4.856
C 1.746 -1.422 3.981
C 0.780 -0.895 3.137
C -0.611 -1.462 3.114
H -4.264 -1.896 0.478
H -3.352 -0.649 1.360
H -2.492 -1.861 0.387
H -4.357 0.229 -0.820
H -2.417 -1.798 -2.056
H -3.441 -0.669 -2.978
H -4.183 -1.979 -2.049
H -3.412 1.469 -2.638
H -2.443 3.899 -1.067
H -4.100 3.285 -1.167
H -3.330 3.985 -2.590
H -0.604 2.692 -2.718
H -1.827 2.824 -4.009
H -1.112 1.262 -3.557
H -3.949 2.387 0.656
H -5.076 3.705 2.241
H -4.096 4.562 3.429
H -4.876 3.044 3.863
H -2.023 3.030 4.394
H -0.101 1.746 3.638
H 2.094 2.333 1.010
H 2.979 1.112 0.149
H 3.813 2.045 1.403
H 4.436 0.322 2.946
H 5.112 -1.306 4.544
H 4.051 -2.683 4.859
H 3.970 -1.254 5.888
H 1.466 -2.224 4.660
H -0.643 -2.430 3.618
H -0.925 -1.595 2.076
H -1.332 -0.791 3.591
O -0.632 -2.562 -0.691
C -0.085 -3.758 -0.970
C -0.615 -4.862 -0.020
C -1.458 -4.669 1.028
C -1.724 -5.854 1.773
C -1.068 -6.938 1.278
S -0.119 -6.518 -0.088
C 1.435 -3.762 -0.779
C 2.426 -4.504 -1.353
C 3.701 -4.253 -0.772
C 3.638 -3.330 0.230
S 2.045 -2.751 0.455
C -0.426 -4.156 -2.417
C -1.336 -5.047 -2.905
C -1.506 -4.962 -4.318
C -0.719 -4.000 -4.874
S 0.219 -3.191 -3.691
H -1.846 -3.688 1.249
H -2.370 -5.893 2.640
H -1.089 -7.954 1.642
H 2.245 -5.199 -2.162
H 4.621 -4.719 -1.101
H 4.450 -2.916 0.808
H -1.884 -5.730 -2.272
H -2.184 -5.584 -4.886
H -0.649 -3.724 -5.914
```

charge: -2
highest occupied orbital energy (spin up / spin down): -0.7799 / -1.5796 eV
expectation value of S²: 0.75
spin multiplicity: 2
lowest unoccupied orbital energy (spin up / spin down): 4.00 / 4.00 eV
calculated total energy: -3708.97328 hartree
molar mass: 977.6 g/mol


[10]
# C4H8N2O

A molecular structure, C4H8N2O (ωB97M-V with the def2-TZVPD basis set, OMol25).

Structure (XYZ):
```
15
C4H8N2O ωB97M-V with the def2-TZVPD basis set
N -1.263 -0.841 0.526
C -0.755 0.530 0.236
C 0.211 0.157 -0.900
C 1.613 -0.083 -0.349
O 1.490 -1.116 0.633
C -1.850 1.392 -0.214
N -2.730 2.061 -0.552
H -0.564 -1.316 1.093
H -2.220 -0.975 0.805
H -0.305 0.965 1.135
H 0.264 0.912 -1.714
H -0.577 -0.932 -0.813
H 2.074 0.801 0.141
H 2.297 -0.383 -1.157
H 2.314 -1.172 1.127
```

charge: 0
highest occupied orbital energy: -9.2015 eV
lowest unoccupied orbital energy: 0.64 eV
calculated total energy: -341.86982 hartree
molar mass: 100.1 g/mol